Record 1
{
  "formula": "C9H18O4S",
  "method": "ωB97M-V with the def2-TZVPD basis set",
  "elements": ["S", "O", "O", "O", "O", "C", "C", "C", "C", "C", "C", "C", "C", "C", "H", "H", "H", "H", "H", "H", "H", "H", "H", "H", "H", "H", "H", "H", "H", "H", "H", "H"],
  "coordinates": [[-2.602, 2.238, 0.070], [-2.221, 1.280, -1.227], [-2.074, 1.149, 1.187], [-4.078, 2.312, 0.086], [-1.899, 3.518, 0.128], [2.459, -0.289, 1.198], [-1.047, -0.762, -1.399], [-0.222, -1.603, -0.374], [-2.627, -0.094, 0.679], [2.223, -1.651, 0.469], [1.304, -1.583, -0.779], [1.091, 1.679, 0.265], [-2.361, -0.127, -0.858], [2.470, 0.967, 0.277], [1.777, -0.131, 2.054], [1.463, -2.529, -1.334], [-1.352, -1.461, -2.202], [-0.595, -2.638, -0.439], [3.468, -0.349, 1.653], [-0.263, -1.232, 0.660], [0.932, 2.219, 1.214], [-2.192, -0.883, 1.310], [-3.675, -0.049, 1.017], [-3.303, -0.482, -1.298], [1.003, 2.380, -0.579], [0.262, 0.956, 0.170], [1.543, -0.776, -1.486], [1.701, -2.309, 1.194], [2.860, 0.754, -0.733], [3.195, 1.676, 0.719], [-0.418, -0.014, -1.903], [3.175, -2.167, 0.262]],
  "orbital_gap_ev": 11.57,
  "spin_multiplicity": 1,
  "total_energy_ev": -28648.4330,
  "de_lowest_ev": 0.672,
  "homo_ev": -10.9
}


Record 2
{
  "formula": "C9H18SSi",
  "method": "ωB97M-V with the def2-TZVPD basis set",
  "elements": ["S", "Si", "C", "C", "C", "C", "C", "C", "C", "C", "C", "H", "H", "H", "H", "H", "H", "H", "H", "H", "H", "H", "H", "H", "H", "H", "H", "H", "H"],
  "coordinates": [[0.238, 1.292, -2.442], [0.697, -0.805, -2.025], [1.016, -0.883, -0.184], [-1.252, 1.594, 2.537], [0.156, 1.022, 2.706], [0.110, -0.461, 0.691], [2.125, -1.303, -3.142], [0.292, -0.409, 2.169], [-1.452, -1.961, -2.384], [-1.404, 2.923, 3.263], [2.018, -2.058, -4.223], [-0.840, -0.097, 0.327], [-1.474, 1.739, 1.479], [-1.975, 0.877, 2.936], [-1.177, 2.806, 4.322], [-1.232, -3.013, -2.467], [-2.035, -1.734, -1.508], [1.962, -1.261, 0.183], [2.865, -2.291, -4.849], [-1.883, -1.556, -3.285], [3.101, -0.901, -2.887], [1.272, -0.808, 2.437], [0.404, 1.016, 3.769], [-0.471, -1.030, 2.647], [-0.725, 3.665, 2.847], [0.875, 1.669, 2.198], [-2.421, 3.299, 3.170], [1.076, -2.486, -4.526], [0.136, 1.154, -3.757]],
  "orbital_gap_ev": 9.30,
  "spin_multiplicity": 1,
  "total_energy_ev": -28336.7238,
  "de_lowest_ev": 1.253,
  "homo_ev": -8.5
}


Record 3
{
  "formula": "C9H18Si",
  "method": "ωB97M-V with the def2-TZVPD basis set",
  "elements": ["Si", "C", "C", "C", "C", "C", "C", "C", "C", "C", "H", "H", "H", "H", "H", "H", "H", "H", "H", "H", "H", "H", "H", "H", "H", "H", "H", "H"],
  "coordinates": [[1.772, 0.017, -0.108], [-1.236, 0.692, 0.350], [3.291, 1.060, -0.070], [-0.521, 1.944, 0.444], [-2.352, -0.026, 0.322], [-2.500, -1.523, 0.586], [0.325, 0.762, 0.890], [-3.607, 0.583, -0.208], [1.232, -0.362, -1.951], [2.123, -1.686, 0.689], [3.355, 1.933, 0.492], [-3.590, -1.755, 0.716], [-3.643, 1.662, -0.189], [0.401, -1.049, -1.988], [2.680, -1.620, 1.678], [-0.045, 2.391, -0.362], [1.166, -2.268, 0.766], [0.291, 0.540, 2.002], [-0.675, 2.692, 1.240], [2.047, -0.760, -2.615], [3.707, 1.356, -0.995], [1.066, 0.636, -2.424], [-4.543, 0.317, 0.328], [-3.643, 0.257, -1.293], [4.102, 0.398, 0.332], [-2.059, -1.739, 1.486], [2.826, -2.368, 0.074], [-1.968, -2.085, -0.191]],
  "orbital_gap_ev": 9.77,
  "spin_multiplicity": 1,
  "total_energy_ev": -17500.5541,
  "de_lowest_ev": 1.152,
  "smiles": "CC(C)=C1C[C@@H]1[Si](C)(C)C",
  "homo_ev": -8.8
}


Record 4
{
  "formula": "C9H19BN2O3",
  "method": "ωB97M-V with the def2-TZVPD basis set",
  "elements": ["O", "O", "O", "N", "N", "C", "C", "C", "C", "C", "C", "C", "C", "C", "B", "H", "H", "H", "H", "H", "H", "H", "H", "H", "H", "H", "H", "H", "H", "H", "H", "H", "H", "H"],
  "coordinates": [[-2.928, -2.403, 0.890], [-1.773, -0.366, 1.749], [1.196, -0.226, 1.665], [0.243, -0.990, -0.215], [3.032, 1.170, 0.136], [-0.515, -2.080, 0.436], [0.015, -0.959, -1.641], [-0.920, -2.957, -0.744], [1.042, 2.854, 1.468], [0.857, 2.383, 0.029], [1.015, -0.038, 0.433], [-0.698, 2.247, -0.255], [1.626, 1.137, -0.249], [-0.870, -2.066, -2.035], [-1.865, -1.568, 1.103], [1.001, -1.139, -2.110], [0.999, 2.000, 2.157], [2.842, 1.021, 1.161], [3.539, 0.326, -0.197], [2.020, 3.302, 1.552], [-0.250, -3.780, -0.956], [1.076, 3.167, -0.646], [1.545, 1.028, -1.316], [-1.132, 1.558, 0.490], [0.349, 3.622, 1.735], [0.071, -2.573, 1.203], [-1.890, -3.401, -0.639], [-0.833, 1.970, -1.299], [-0.598, -2.697, -2.907], [-1.889, -1.707, -2.312], [-3.641, -1.963, 1.355], [-1.189, 3.209, -0.069], [-0.607, 0.016, -1.898], [-0.871, -0.097, 1.927]],
  "orbital_gap_ev": 9.45,
  "spin_multiplicity": 1,
  "total_energy_ev": -19442.6003,
  "de_lowest_ev": 0.821,
  "smiles": "CC(C)[C@@H](N)C(=O)N1CCC[C@@H]1B(O)O",
  "homo_ev": -8.9
}


Record 5
{
  "formula": "C9H19BNO12S2",
  "method": "ωB97M-V with the def2-TZVPD basis set",
  "elements": ["S", "S", "O", "O", "O", "O", "O", "O", "O", "O", "O", "O", "O", "O", "N", "C", "C", "C", "C", "C", "C", "C", "C", "C", "B", "H", "H", "H", "H", "H", "H", "H", "H", "H", "H", "H", "H", "H", "H", "H", "H", "H", "H", "H"],
  "coordinates": [[0.856, -1.680, 2.233], [4.755, -1.268, 7.997], [-2.683, 0.777, -1.204], [1.041, -3.077, 2.045], [1.740, -0.870, 1.195], [6.119, -1.653, 7.918], [4.207, -0.791, 9.214], [1.129, -0.923, -3.284], [-0.562, -1.269, 1.682], [4.422, -0.215, 6.849], [-1.100, -1.561, -3.792], [1.068, -1.115, 3.525], [3.866, -2.467, 7.434], [-2.111, 2.913, -1.630], [-2.432, 2.427, -4.322], [-2.320, 1.729, -1.939], [3.832, -0.892, 5.723], [-0.444, -0.212, 0.685], [3.033, -2.013, 6.348], [-2.039, 1.353, -3.403], [-0.547, 0.988, -3.520], [-3.420, 2.041, -5.309], [0.917, -0.466, 0.070], [-4.838, 1.788, -4.766], [-0.192, -0.540, -3.564], [0.897, -1.281, -0.653], [-3.067, 1.170, -5.863], [-1.565, -1.434, -4.625], [-3.490, 2.852, -6.039], [2.087, -1.656, 6.755], [-5.015, 2.427, -3.903], [3.209, -0.203, 5.161], [-0.488, 0.749, 1.197], [2.849, -2.833, 5.662], [-5.578, 2.045, -5.526], [1.344, 0.419, -0.391], [-2.643, 0.468, -3.606], [1.681, -1.012, -4.062], [4.633, -1.271, 5.086], [-1.268, -0.269, -0.026], [-0.115, 1.451, -4.412], [0.003, 1.405, -2.673], [-2.766, 3.216, -3.783], [-5.003, 0.751, -4.480]],
  "orbital_gap_ev": 7.15,
  "charge": -1,
  "spin_multiplicity": 1,
  "total_energy_ev": -58051.0085,
  "de_lowest_ev": 0.000,
  "homo_ev": -4.9
}


Record 6
{
  "formula": "C9H19Cl2I2O3P2Rh",
  "method": "ωB97M-V with the def2-TZVPD basis set",
  "elements": ["I", "I", "Rh", "Cl", "Cl", "P", "P", "O", "O", "O", "C", "C", "C", "C", "C", "C", "C", "C", "C", "H", "H", "H", "H", "H", "H", "H", "H", "H", "H", "H", "H", "H", "H", "H", "H", "H", "H", "H"],
  "coordinates": [[0.972, 2.920, -0.435], [-1.200, -0.312, -2.569], [0.034, 0.341, -0.284], [0.958, -2.848, 4.378], [0.891, -3.421, 1.488], [1.963, -0.293, -1.673], [-2.024, 1.341, 0.253], [-2.092, -2.196, 2.133], [-0.439, -0.805, 2.897], [1.718, 0.316, 2.233], [-2.046, 1.564, 2.053], [-3.538, 0.342, 0.048], [2.057, -1.716, -2.853], [3.330, -0.703, -0.524], [0.882, 0.188, 1.443], [-2.436, 2.927, -0.580], [2.624, 1.042, -2.760], [-0.979, -1.922, 2.636], [-0.044, -3.193, 2.982], [4.181, -1.087, -1.105], [-3.652, 0.017, -0.995], [3.053, -1.748, -3.336], [-2.278, 2.834, -1.662], [-2.817, 2.297, 2.344], [1.800, 1.460, -3.349], [3.072, 1.834, -2.148], [-0.684, -4.058, 3.206], [3.619, 0.194, 0.041], [-2.265, 0.575, 2.488], [3.375, 0.603, -3.434], [-4.396, 0.965, 0.350], [-3.486, 3.213, -0.409], [-1.777, 3.726, -0.218], [1.895, -2.652, -2.295], [-3.462, -0.536, 0.704], [-1.052, 1.863, 2.401], [2.966, -1.475, 0.171], [1.279, -1.595, -3.623]],
  "orbital_gap_ev": [8.13, 5.59],
  "charge": 2,
  "spin_multiplicity": 5,
  "total_energy_ev": -78598.0325,
  "de_lowest_ev": 0.060,
  "homo_ev": [-15.7, -16.2]
}


Record 7
{
  "formula": "C9H19ClNO",
  "method": "ωB97M-V with the def2-TZVPD basis set",
  "elements": ["Cl", "O", "N", "C", "C", "C", "C", "C", "C", "C", "C", "C", "H", "H", "H", "H", "H", "H", "H", "H", "H", "H", "H", "H", "H", "H", "H", "H", "H", "H", "H"],
  "coordinates": [[-1.323, 2.810, -3.998], [-1.117, 0.572, -1.559], [-0.264, 0.375, -0.497], [1.217, -0.496, 1.749], [0.861, -0.536, -0.800], [0.116, 0.502, 1.932], [-1.861, -0.803, 0.914], [0.488, -1.961, -1.106], [1.900, -0.427, 0.322], [-0.932, 0.469, 0.791], [1.605, 0.071, -2.081], [-1.776, 1.778, 0.960], [-0.931, 1.482, -1.801], [-0.038, -2.272, -0.203], [1.262, -2.630, -1.484], [-1.216, 2.678, 0.706], [2.414, -0.583, -2.406], [0.919, 0.072, -2.929], [2.741, -1.101, 0.161], [-2.755, -0.626, 1.513], [-0.314, -2.010, -1.842], [0.537, 1.494, 2.096], [-2.243, -1.192, -0.031], [-1.423, -1.660, 1.425], [1.981, -0.351, 2.513], [-0.448, 0.382, 2.857], [0.920, -1.534, 1.900], [2.383, 0.550, 0.329], [-2.645, 1.841, 0.306], [-1.985, 2.057, 1.993], [1.928, 1.051, -1.728]],
  "orbital_gap_ev": [2.37, 7.89],
  "charge": -2,
  "spin_multiplicity": 2,
  "total_energy_ev": -25698.3348,
  "de_lowest_ev": 0.000,
  "homo_ev": [3.2, -2.0]
}